Entry 1:
ORCA calculation (wB97M-V/def2-TZVPD) on a cluster of 2 separate species, C2H6BrClOSi in total.

```
! RIJCOSX wB97M-V def2-TZVPD def2/J DEFGRID3
* xyz 0 1
C 1.11 -0.30 1.69
C -0.20 0.30 -1.90
O -0.13 -0.82 1.06
Si -0.87 -0.28 -0.27
Cl -1.84 2.29 0.79
Br -2.33 -1.90 -0.40
H 2.03 -0.72 1.26
H 0.96 -0.43 2.83
H 1.21 0.76 1.41
H -0.87 -0.23 -2.55
H 0.09 1.38 -1.89
H 0.83 -0.07 -2.03
*
```

Properties
Frontier orbital gap = 0.323 hartree
Energy above the lowest of the compared OMol25 structures with the same formula, charge and spin = 2.2536 eV
Molar mass = 189.51 g mol⁻¹
HOMO level = -9.4432 eV

Charge distribution, Löwdin scheme, values in e: -0.0864, -0.2034, -0.3865, 0.1273, -0.3232, 0.4773, 0.0812, 0.1241, 0.0687, 0.0174, 0.0604, 0.0432



Entry 2:
ORCA calculation (wB97M-V/def2-TZVPD) on a structure of composition CH3NO3S.

```
! RIJCOSX wB97M-V def2-TZVPD def2/J DEFGRID3
* xyz 0 1
C -0.10 -0.78 0.67
N 1.05 -0.57 -0.76
O -1.98 1.02 -0.46
O 0.15 1.84 0.51
O 0.28 0.28 -1.57
S -0.58 0.81 -0.19
H -0.88 -1.58 0.41
H 0.38 -1.09 1.60
H 1.67 0.08 -0.21
*
```

Properties
Frontier orbital gap = 0.402 hartree
Energy above the lowest of the compared OMol25 structures with the same formula, charge and spin = 4.7751 eV
Molar mass = 109.11 g mol⁻¹
HOMO level = -11.0461 eV

Charge distribution, Löwdin scheme, values in e: -0.0369, -0.0752, -0.2723, -0.2970, -0.2622, 0.6786, 0.0970, 0.0859, 0.0821



Entry 3:
ORCA calculation (wB97M-V/def2-TZVPD) on an isolated molecule of C16H28N2O.

```
! RIJCOSX wB97M-V def2-TZVPD def2/J DEFGRID3
* xyz 0 1
C -7.04 -1.65 -0.03
C -6.26 -0.39 -0.40
H -6.27 -0.26 -1.49
C -4.82 -0.46 0.08
N -4.10 0.73 -0.32
C -2.83 1.08 0.06
O -2.40 2.20 -0.16
N -2.10 0.11 0.69
H -2.43 -0.84 0.62
C -0.68 0.27 0.90
H -0.43 -0.17 1.86
C 0.13 -0.37 -0.23
H -0.13 -1.43 -0.29
H -0.18 0.10 -1.17
C 1.66 -0.25 -0.11
C 2.10 1.22 -0.07
C 3.63 1.30 -0.02
C 4.14 0.59 1.24
C 3.71 -0.88 1.19
C 2.18 -0.96 1.13
H 1.77 -0.50 2.03
H 1.87 -2.01 1.12
C 4.31 -1.54 -0.05
C 3.80 -0.82 -1.30
C 4.23 0.64 -1.26
H 3.88 1.16 -2.16
H 5.32 0.72 -1.23
C 2.28 -0.91 -1.35
H 1.92 -0.41 -2.25
H 1.97 -1.96 -1.40
H 4.23 -1.30 -2.19
H 5.40 -1.49 -0.01
H 4.02 -2.60 -0.09
H 4.07 -1.39 2.09
H 3.72 1.07 2.13
H 5.22 0.66 1.29
H 3.93 2.36 0.02
H 1.73 1.74 -0.95
H 1.69 1.71 0.81
H -0.51 1.35 0.93
H -4.65 1.51 -0.63
H -4.80 -0.57 1.18
H -4.34 -1.34 -0.36
H -6.75 0.48 0.04
H -6.58 -2.53 -0.48
H -8.07 -1.57 -0.38
H -7.05 -1.78 1.05
*
```

Properties
Frontier orbital gap = 0.367 hartree
Energy above the lowest of the compared OMol25 structures with the same formula, charge and spin = 0.0091 eV
Molar mass = 264.41 g mol⁻¹
Structure (SMILES) = CCCNC(=O)NCC[C@]12C[C@H]3C[C@H](C[C@H](C3)C1)C2
HOMO level = -9.2330 eV

Charge distribution, Löwdin scheme, values in e: -0.1132, -0.2558, 0.1121, -0.2351, 0.0557, -0.5832, 0.0454, 0.0646, 0.1180, -0.1778, 0.1177, -0.1232, 0.1199, 0.1268, -0.4425, -0.0917, -0.2913, -0.1205, -0.2933, -0.0981, 0.1174, 0.1283, -0.1228, -0.2952, -0.1218, 0.1197, 0.1189, -0.1029, 0.1266, 0.1254, 0.1392, 0.1189, 0.1188, 0.1393, 0.1198, 0.1191, 0.1401, 0.1334, 0.1215, 0.1148, 0.1367, 0.1259, 0.1196, 0.1113, 0.0720, 0.0696, 0.0723



Entry 4:
ORCA calculation (wB97M-V/def2-TZVPD) on a structure of composition C14H22N2O5S.

```
! RIJCOSX wB97M-V def2-TZVPD def2/J DEFGRID3
* xyz 0 1
C -0.15 -3.89 -0.43
C 0.45 -3.35 0.81
H 1.00 -4.02 1.34
H -0.49 -3.01 1.39
O 1.25 -2.46 0.48
C 0.70 -1.12 0.66
O -0.52 -0.91 0.96
C 1.73 0.00 0.21
C 1.34 1.34 0.13
N 0.18 1.79 0.41
C -0.20 3.34 0.20
O 0.61 4.02 -0.30
C -1.57 3.34 0.32
N -2.38 2.46 0.78
H -3.21 2.61 1.19
C -2.96 1.61 -0.29
H -3.58 2.05 -0.96
C -3.60 0.30 0.14
O -4.79 0.77 0.34
H -5.37 -0.10 0.80
C -3.54 -0.75 -1.10
O -2.29 -0.98 -1.20
H -1.64 -0.94 -0.48
H -4.05 -0.36 -1.76
H -4.03 -1.47 -0.89
H -2.93 0.02 0.94
H -2.03 1.20 -1.06
H -1.55 4.37 1.25
H -2.02 4.06 -0.33
H -0.56 1.16 0.81
S 2.71 2.44 -0.26
C 3.75 0.93 -0.35
C 3.18 -0.17 0.09
C 3.82 -1.66 0.10
H 4.88 -1.48 -0.06
H 3.48 -2.00 -0.60
H 3.72 -1.99 0.92
C 5.22 1.20 -0.29
H 5.84 0.92 0.28
H 5.39 0.74 -1.35
H 5.47 2.16 -0.60
H 0.51 -4.15 -0.88
H -0.96 -4.77 -0.31
H -0.79 -3.26 -1.05
*
```

Properties
Frontier orbital gap = 0.279 hartree
Energy above the lowest of the compared OMol25 structures with the same formula, charge and spin = 18.0966 eV
Molar mass = 330.41 g mol⁻¹
HOMO level = -7.3924 eV

Charge distribution, Löwdin scheme, values in e: -0.0131, -0.3812, 0.1086, 0.1539, 0.0043, -0.1654, -0.0137, -0.0743, -0.4987, 0.1027, -0.4034, 0.0766, -0.2673, -0.0208, 0.0904, -0.1266, 0.0928, -0.4183, -0.0329, 0.2386, -0.2373, -0.0043, 0.0628, 0.0619, 0.0399, 0.1384, 0.2004, 0.2561, 0.1363, 0.1298, 1.1048, -0.4981, -0.1871, 0.0921, 0.1012, -0.0537, -0.0181, -0.0769, -0.0329, 0.1338, 0.0465, -0.0871, 0.1533, 0.0860